The following is a DFT calculation (the ωB97M-V functional and the def2-TZVPD basis) of a molecular structure, C2H3ClO2S.

Structure (XYZ):
```
9
Properties=species:S:1:pos:R:3:forces:R:3
C 1.16017 0.52909 -0.57755 2.8 0.1 -3.3
C 0.55515 -0.61474 -1.16460 -2.4 -0.5 1.2
O 1.55945 -1.46246 1.17723 0.5 -0.6 -0.7
O -2.55418 -1.48876 0.73656 1.0 -0.5 0.9
S 2.01386 -1.07763 -0.17730 -0.8 0.4 1.5
Cl -1.02696 -1.11622 -0.81671 0.6 -0.4 0.3
H 1.92157 0.98386 -1.27467 -0.6 -0.4 0.4
H 0.76910 1.30838 -0.01949 -1.1 0.8 1.7
H -2.32854 -1.97548 1.60122 0.0 1.0 -2.0
```
Positions in Å, forces in eV/Å.

Values from the calculation:
Frontier orbital gap (spin up / spin down), eV: 5.98 / 5.98
Relative energy (zero: lowest compared OMol25 entry of this formula, charge and spin), kcal/mol: 156.91
Maximum force, hartree/bohr: 0.0846
HOMO (spin up / spin down), eV: -8.657 / -8.658
Calculated total energy, eV: -29567.9103